Record 1
Computed, not measured: C25H24AsN6O8RuS3 as an isolated structure, with the ωB97M-V functional and the def2-TZVPD basis.

The calculation puts the gap between HOMO and LUMO at 6.349 eV. For the HOMO energy, the calculation gives -4.372 eV. The calculation puts the maximum force at 0.821 eV/Å. Its total charge is -1. The total energy is -147563.425 eV. The calculation puts the energy above the lowest of the compared OMol25 structures with the same formula, charge and spin at 4.3 kcal per mole.

Geometry (Å):
Ru  0.10  1.38  0.62
C  0.16  3.58  5.48
S  1.64  3.68  4.47
C  1.17  2.87  2.98
S  -0.33  2.09  2.83
N  2.13  2.97  2.07
N  1.77  2.34  0.92
C  2.64  2.34  -0.06
C  2.20  1.76  -1.31
C  2.95  1.79  -2.48
C  2.40  1.27  -3.64
C  1.12  0.74  -3.61
C  0.43  0.73  -2.41
N  0.97  1.20  -1.29
H  0.42  4.05  6.44
H  -0.13  2.55  5.65
H  -0.67  4.12  5.02
H  3.60  2.82  0.06
H  3.93  2.24  -2.47
H  2.97  1.30  -4.56
H  0.65  0.35  -4.50
H  -0.57  0.32  -2.30
O  -3.58  0.71  1.66
As  -3.11  0.15  0.08
O  -3.84  -1.29  -0.20
O  -1.44  0.11  -0.06
C  -3.67  1.46  -1.23
C  -4.50  0.93  -2.21
C  -4.88  1.70  -3.30
C  -4.43  3.00  -3.42
C  -3.61  3.54  -2.44
C  -3.22  2.78  -1.34
S  -2.21  3.62  -0.11
O  -2.20  5.01  -0.48
O  -2.83  3.32  1.17
O  -0.86  3.01  -0.26
H  -3.27  1.63  1.76
H  -4.82  -0.09  -2.10
H  -5.53  1.27  -4.06
H  -4.72  3.61  -4.27
H  -3.27  4.57  -2.50
O  -0.38  -0.98  2.70
N  -0.43  -2.22  2.43
C  0.64  -3.02  2.71
C  0.64  -4.35  2.36
C  -0.45  -4.91  1.71
C  -1.54  -4.09  1.46
C  -1.52  -2.76  1.82
H  1.45  -2.50  3.19
H  1.52  -4.94  2.59
H  -0.45  -5.95  1.41
H  -2.42  -4.45  0.95
H  -2.33  -2.08  1.62
N  4.56  -4.43  -1.62
C  3.22  -4.43  -1.36
O  2.51  -5.39  -1.61
C  2.69  -3.19  -0.71
C  3.49  -2.32  0.02
C  2.91  -1.20  0.58
N  1.62  -0.91  0.45
C  0.85  -1.74  -0.26
C  1.34  -2.90  -0.84
H  4.91  -5.20  -2.17
H  5.06  -3.56  -1.68
H  4.54  -2.52  0.18
H  3.49  -0.51  1.18
H  -0.19  -1.44  -0.35
H  0.69  -3.57  -1.39

---

Record 2
Computed, not measured: C25H24AuFN4 as an isolated structure, with the ωB97M-V functional and the def2-TZVPD basis.

The calculation puts the gap between HOMO and LUMO at 4.760 eV. For the HOMO energy, the calculation gives -13.141 eV. The calculation puts the maximum force at 0.649 eV/Å. Its total charge is +2. The total energy is -38669.155 eV. The calculation puts the energy above the lowest of the compared OMol25 structures with the same formula, charge and spin at 28.5 kcal per mole.

Geometry (Å):
Au  -0.39  -0.48  -0.30
C  -1.77  0.94  -2.64
N  -0.62  0.07  -2.72
C  -0.83  -1.31  -3.15
C  0.15  -2.30  -2.50
C  0.68  -3.33  -3.26
C  1.51  -4.26  -2.66
C  1.79  -4.14  -1.31
C  1.25  -3.08  -0.61
N  0.44  -2.18  -1.19
C  0.58  0.69  -3.29
C  1.45  1.48  -2.32
C  2.03  2.67  -2.71
C  2.94  3.29  -1.86
C  3.26  2.68  -0.66
C  2.61  1.49  -0.34
N  1.71  0.92  -1.13
C  -1.95  1.74  -1.35
C  -2.54  2.99  -1.41
C  -2.87  3.67  -0.25
C  -2.63  3.06  0.97
C  -2.02  1.82  0.97
N  -1.66  1.18  -0.15
H  -2.68  0.33  -2.72
H  -1.80  1.65  -3.48
H  -0.75  -1.42  -4.23
H  -1.83  -1.61  -2.86
H  0.44  -3.40  -4.31
H  1.92  -5.08  -3.24
H  2.43  -4.86  -0.80
H  1.45  -2.95  0.44
H  0.32  1.34  -4.13
H  1.21  -0.10  -3.68
H  1.80  3.11  -3.67
H  3.40  4.22  -2.15
H  4.00  3.10  0.01
H  2.83  0.97  0.59
H  -2.74  3.44  -2.38
H  -3.33  4.65  -0.30
H  -2.92  3.52  1.90
H  -1.84  1.29  1.90
F  1.01  4.79  7.13
C  0.92  4.01  6.09
C  0.97  4.61  4.82
C  0.88  3.80  3.73
C  0.76  2.37  3.89
C  0.73  1.57  2.81
C  0.70  1.82  5.22
C  0.79  2.63  6.31
H  1.08  5.69  4.73
H  0.90  4.22  2.73
H  0.81  1.98  1.81
H  0.65  0.49  2.91
H  0.58  0.75  5.35
H  0.76  2.24  7.32

---

Record 3
Computed, not measured: C25H24BBrCrF6N3O8S4 as an isolated structure in a non-equilibrium geometry, with the ωB97M-V functional and the def2-TZVPD basis.

As for the spin multiplicity: 5. The calculation puts the gap between HOMO and LUMO (alpha / beta) at 8.217 / 8.657 eV. For the HOMO energy (alpha / beta), the calculation gives -6.127 / -6.568 eV. The calculation puts the maximum force at 3.229 eV/Å. Its total charge is -1. The total energy is -205952.515 eV. The calculation puts the energy above the lowest of the compared OMol25 structures with the same formula, charge and spin at 54.4 kcal per mole.

Geometry (Å):
Cr  0.14  1.19  0.40
F  2.00  3.59  0.46
C  2.91  3.22  1.36
F  3.13  4.20  2.22
F  4.05  2.98  0.73
S  2.19  1.78  2.42
O  1.21  0.69  2.07
O  3.13  1.50  3.46
N  1.09  2.91  2.97
S  -0.39  2.45  3.08
O  -1.07  2.32  1.75
O  -0.74  1.45  4.05
C  -1.16  3.99  3.71
F  -0.71  4.27  4.93
F  -2.48  3.79  3.78
F  -0.92  5.03  2.92
O  -1.37  -0.55  1.33
S  -1.30  -1.44  2.54
C  -2.18  -2.98  2.13
C  -2.07  -3.43  0.68
C  -3.10  -2.77  -0.24
C  -2.80  -3.05  -1.71
S  -1.68  -1.84  -2.47
O  -0.62  -1.56  -1.46
C  -2.83  -0.48  -2.51
C  -3.59  -0.32  -3.66
C  -4.49  0.73  -3.74
C  -4.59  1.63  -2.68
C  -3.81  1.47  -1.55
C  -2.92  0.41  -1.45
C  0.35  -2.14  2.55
C  0.89  -2.48  3.78
C  2.19  -2.98  3.83
C  2.91  -3.13  2.66
C  2.36  -2.77  1.43
C  1.07  -2.27  1.38
H  -3.22  -2.81  2.42
H  -1.74  -3.71  2.81
H  -2.22  -4.52  0.66
H  -1.07  -3.24  0.29
H  -3.11  -1.70  -0.04
H  -4.09  -3.15  -0.01
H  -3.70  -3.02  -2.33
H  -2.31  -4.02  -1.84
H  -3.47  -1.01  -4.49
H  -5.08  0.87  -4.64
H  -5.27  2.47  -2.76
H  -3.87  2.19  -0.74
H  -2.29  0.30  -0.58
H  0.32  -2.32  4.69
H  2.64  -3.23  4.78
H  3.93  -3.52  2.69
H  2.94  -2.87  0.52
H  0.65  -1.92  0.44
B  -1.93  3.43  -3.18
C  -1.20  2.66  -2.00
N  -0.70  2.07  -1.15
H  -2.18  2.61  -4.04
H  -1.18  4.30  -3.59
H  -2.95  3.91  -2.71
Br  4.10  -0.08  -5.48
C  4.53  -0.10  -3.63
C  5.81  -0.43  -3.24
N  6.18  -0.47  -1.96
C  5.27  -0.17  -1.04
C  3.96  0.19  -1.36
C  3.58  0.21  -2.68
C  2.99  0.57  -0.27
O  3.43  0.63  0.89
O  1.80  0.81  -0.64
H  6.57  -0.65  -3.98
H  5.57  -0.20  0.00
H  2.56  0.47  -2.94

---

Record 4
Computed, not measured: C25H24BrNO2Pt as an isolated structure in a non-equilibrium geometry, with the ωB97M-V functional and the def2-TZVPD basis.

As for the spin multiplicity: 3. The calculation puts the gap between HOMO and LUMO (alpha / beta) at 3.783 / 3.685 eV. For the HOMO energy (alpha / beta), the calculation gives 0.546 / 0.642 eV. The calculation puts the maximum force at 3.566 eV/Å. Its total charge is -2. The total energy is -105185.115 eV.

Geometry (Å):
C  -2.55  -0.60  -2.73
C  -2.50  -1.26  -1.42
C  -2.78  -0.25  -0.42
H  -2.44  -2.31  -1.24
C  -3.11  0.97  -1.11
C  -2.93  0.79  -2.49
H  -3.19  1.50  -3.27
H  -2.44  -1.13  -3.67
H  -3.04  -0.43  0.63
H  -3.53  1.84  -0.60
Pt  -0.43  -0.37  -2.02
Br  0.69  -1.62  -3.61
C  1.54  0.73  -5.80
C  0.41  1.50  -6.16
C  -0.59  0.62  -6.68
H  0.35  2.59  -6.17
C  -0.08  -0.69  -6.63
C  1.24  -0.65  -6.09
H  1.95  -1.47  -6.07
H  2.50  1.10  -5.45
H  -1.53  0.93  -7.14
H  -0.57  -1.59  -7.02
C  4.29  0.29  2.44
C  3.17  -0.69  2.23
C  3.34  -1.78  1.36
C  2.31  -2.68  1.10
C  1.08  -2.51  1.70
C  0.88  -1.41  2.55
N  -0.41  -1.25  3.07
C  -1.14  -0.07  3.17
C  -2.08  0.07  4.21
C  -2.63  1.31  4.49
C  -2.28  2.41  3.70
C  -1.44  2.26  2.59
C  -0.97  0.99  2.25
C  -0.26  0.76  0.91
O  0.78  1.39  0.65
O  -0.79  -0.15  0.14
C  1.94  -0.53  2.87
C  1.76  0.60  3.85
H  3.99  1.31  2.14
H  4.60  0.32  3.49
H  5.16  -0.01  1.84
H  4.32  -1.89  0.89
H  2.46  -3.51  0.40
H  0.23  -3.16  1.50
H  -0.91  -2.09  3.35
H  -2.36  -0.81  4.78
H  -3.36  1.43  5.32
H  -2.67  3.40  3.94
H  -1.17  3.09  1.94
H  1.54  1.54  3.32
H  0.95  0.41  4.55
H  2.67  0.74  4.43

---

> Among the records above, which one has the lowest total charge?

C25H24BrNO2Pt

---

> maximum force of number 3 (C25H24BBrCrF6N3O8S4)?

3.229 eV/Å